Record 1
{
  "formula": "C8H14F8InN4O10S4",
  "method": "ωB97M-V with the def2-TZVPD basis set",
  "elements": ["In", "S", "S", "S", "S", "F", "F", "F", "F", "F", "F", "F", "F", "O", "O", "O", "O", "O", "O", "O", "O", "O", "O", "N", "N", "N", "N", "C", "C", "C", "C", "C", "C", "C", "C", "H", "H", "H", "H", "H", "H", "H", "H", "H", "H", "H", "H", "H", "H"],
  "coordinates": [[-0.5333, 0.7235, -0.3031], [-4.0663, 2.5539, 0.3951], [2.7810, 2.2072, -0.2845], [-3.4605, 1.0396, 2.3013], [1.1346, 4.2926, -0.5786], [-0.7428, 6.0097, -0.2410], [4.4954, 2.5027, 1.6728], [-1.4342, 3.9395, -0.1318], [-0.3367, 4.8756, 1.5214], [-2.1571, 0.1882, 2.6147], [2.5192, 3.2496, 2.1733], [2.9061, 1.1152, 2.1104], [-3.5132, 2.7239, -1.1093], [2.1180, 5.0663, 0.1097], [-3.5228, 2.0517, 3.2769], [0.6412, -1.5503, -1.4910], [1.0169, 4.5656, -1.9746], [-1.8139, -1.5978, 0.5965], [2.7284, 0.7882, -0.5352], [-3.8828, 3.8611, 0.9037], [-5.3422, 1.9842, 0.1619], [-4.4857, 0.0681, 2.2498], [3.7327, 2.9648, -1.0062], [1.1812, 2.7017, -0.2927], [-1.4477, -3.7553, 1.1874], [2.8267, -1.4274, -2.0880], [-2.9169, 1.5008, 0.7915], [-2.1794, -2.6443, 1.1648], [1.6793, -2.0602, -2.0015], [-0.1065, -3.9341, 0.6534], [1.5305, -3.4250, -2.6346], [4.0569, -1.9671, -2.6524], [-3.5919, -2.8245, 1.6429], [3.2000, 2.2960, 1.5830], [-0.4759, 4.8009, 0.2067], [0.2994, -2.9975, 0.2813], [-3.7924, -2.0475, 2.3837], [4.0776, -1.7583, -3.7233], [-1.8524, -4.6181, 1.5099], [2.8275, -0.4576, -1.7906], [0.5834, -4.0963, 1.4877], [1.9815, -3.4069, -3.6277], [4.1184, -3.0409, -2.5031], [1.9960, -4.1828, -2.0080], [-3.7042, -3.7598, 2.1871], [0.4747, -3.6008, -2.8197], [-0.1136, -4.7444, -0.0675], [4.9265, -1.5059, -2.1942], [-4.3607, -2.6676, 0.8919]],
  "forces_ev_per_angstrom": [[-0.11, -0.15, 0.71], [-0.05, 2.99, -4.91], [0.45, -1.24, 1.13], [1.52, -2.46, 1.16], [-1.29, 3.76, -1.63], [-0.20, -0.22, -0.27], [0.00, 0.10, 0.07], [0.19, -0.01, 0.03], [-0.18, -0.55, -0.02], [0.24, 0.33, 0.16], [0.00, -0.09, 0.18], [-0.26, 0.01, 0.12], [0.11, -0.34, 0.20], [0.28, -1.05, 0.73], [0.24, 0.77, -0.24], [-1.05, 1.01, 0.60], [-0.48, -0.76, 0.02], [0.32, 1.62, -0.13], [-0.71, -0.18, 0.12], [-0.31, -0.40, 0.93], [0.07, -0.41, 1.11], [-0.33, 0.05, -0.51], [-0.52, 0.48, -0.11], [0.41, -2.15, 0.59], [0.68, -0.14, -0.08], [-0.07, -0.16, 0.10], [0.37, -1.20, 1.23], [-0.40, -1.22, -1.40], [0.29, 0.42, -0.62], [0.51, 0.88, 1.04], [-0.20, 0.44, -0.20], [-0.11, -0.09, -0.49], [0.05, 0.75, 1.32], [0.23, 0.13, -0.74], [0.65, 0.43, 0.18], [-0.57, -0.06, -0.65], [0.03, 0.01, -0.08], [0.15, -0.06, 0.00], [-0.37, 0.26, 0.27], [0.12, -0.10, 0.24], [-0.14, -0.76, -0.07], [0.32, -0.07, 0.16], [-0.02, 0.01, 0.06], [-0.10, -0.15, -0.09], [-0.10, -0.19, -0.34], [-0.04, -0.23, 0.43], [0.26, 0.06, -0.09], [-0.12, 0.11, 0.14], [0.28, -0.19, -0.34]],
  "lowdin_charge": [1.544, 0.484, 0.650, 0.507, 0.587, 0.195, 0.190, 0.085, 0.176, -0.195, 0.177, 0.156, -0.203, -0.203, -0.183, -0.068, -0.223, -0.054, -0.349, -0.210, -0.183, -0.220, -0.193, -0.343, 0.045, 0.059, -0.313, -0.478, -0.475, -0.033, 0.034, -0.020, 0.036, -0.666, -0.674, 0.055, 0.069, 0.103, 0.148, 0.092, 0.100, 0.100, 0.091, 0.103, 0.093, 0.098, 0.098, 0.101, 0.112],
  "max_force_ev_per_a": 5.75,
  "e_lumo_ev": -9.62,
  "charge": 1,
  "energy_ha": -3865.997213,
  "orbital_gap_ev": 4.03
}

Record 2
{
  "formula": "C8H14FINOPPb",
  "method": "ωB97M-V with the def2-TZVPD basis set",
  "elements": ["Pb", "I", "P", "F", "O", "N", "C", "C", "C", "C", "C", "C", "C", "C", "H", "H", "H", "H", "H", "H", "H", "H", "H", "H", "H", "H", "H", "H"],
  "coordinates": [[0.2164, -1.2125, -4.3477], [-0.3844, 3.5149, -2.2087], [1.2821, 0.1474, -0.8316], [-0.2125, 3.0035, 2.5945], [0.2551, 1.6345, -4.5196], [-0.8705, -3.2422, -0.8352], [1.0870, -1.6665, -0.1477], [0.5317, 1.2452, 0.5390], [1.0972, 0.8762, 2.0604], [-1.6996, -1.3152, 0.6911], [0.1532, 1.6902, 3.1733], [0.0940, 1.6077, -3.1672], [0.2423, 0.1475, -2.4369], [-0.5097, -2.1164, -0.1041], [0.8721, 2.3630, 0.3436], [2.2281, 1.1769, 2.2093], [-0.7899, 1.0287, 3.4806], [-2.7001, -1.9271, 0.8209], [-1.3574, -0.8459, 1.7299], [0.8028, 1.7944, 4.1566], [-1.9145, -3.3356, -0.6615], [-1.9912, -0.3740, 0.0172], [1.6256, -1.7849, 0.9035], [-0.6397, 1.2629, 0.5827], [-0.8089, -0.3984, -2.2866], [1.6376, -2.4504, -0.8599], [0.8279, -0.5494, -3.2090], [0.9253, -0.2745, 2.3130]],
  "forces_ev_per_angstrom": [[-4.59, -4.88, -9.75], [0.44, -2.09, -0.80], [0.93, -0.68, 1.74], [0.63, -2.83, 1.42], [-0.76, -1.93, 7.50], [0.54, 5.10, 2.73], [-1.22, -1.42, -0.29], [-0.77, 1.66, 1.10], [-0.72, -0.19, 0.45], [0.43, 1.27, -0.17], [0.81, -0.73, -0.13], [0.52, 0.36, -5.74], [-1.62, 1.77, 1.48], [-1.37, -3.19, -1.48], [-0.68, -2.47, 0.25], [-2.38, -0.69, -0.51], [1.72, 1.91, -1.06], [2.36, 0.96, -0.27], [-0.69, -1.25, -2.25], [-1.43, 0.33, -2.16], [1.43, -0.16, -0.34], [0.58, -1.92, 1.37], [-1.26, 0.60, -2.22], [2.26, -0.13, -0.17], [1.43, 0.84, -0.38], [-1.25, 1.75, 1.42], [4.08, 5.52, 8.82], [0.59, 2.51, -0.57]],
  "lowdin_charge": [1.831, 1.079, 1.009, -0.122, -0.177, 0.075, -0.292, -0.413, -0.196, -0.065, -0.125, -0.702, -0.577, -0.364, 0.058, 0.136, 0.136, 0.112, 0.090, 0.145, 0.060, 0.083, 0.114, 0.080, 0.110, 0.106, -0.294, 0.103],
  "max_force_ev_per_a": 11.83,
  "e_lumo_ev": -10.72,
  "charge": 2,
  "energy_ha": -1373.961996,
  "orbital_gap_ev": 5.31
}

Record 3
{
  "formula": "C8H14FNO",
  "method": "ωB97M-V with the def2-TZVPD basis set",
  "elements": ["F", "O", "N", "C", "C", "C", "C", "C", "C", "C", "C", "H", "H", "H", "H", "H", "H", "H", "H", "H", "H", "H", "H", "H", "H"],
  "coordinates": [[-1.3380, 1.1179, 0.6567], [-2.4155, 0.1567, -2.7470], [-2.4951, -2.2017, -2.2709], [0.3010, -0.5645, 1.0265], [-0.7662, -0.0775, 0.4612], [1.3193, -0.7015, 3.2941], [-2.2366, -1.0142, -2.2667], [1.1746, 0.1593, 2.0419], [2.4256, 1.4929, 0.2883], [-3.3624, 0.3339, -3.8362], [2.5349, 0.4601, 1.4023], [1.7316, 1.1470, -0.4748], [-3.1228, -2.7467, -2.8582], [3.2147, 0.8255, 2.1796], [2.0587, 2.4402, 0.6786], [-2.9134, -0.0078, -4.7694], [2.9551, -0.4656, 1.0018], [1.9617, -0.2058, 4.0203], [-3.5701, 1.4005, -3.8815], [0.6313, -1.5552, 0.7524], [0.3463, -0.8699, 3.7529], [-4.2776, -0.2227, -3.6328], [0.6915, 1.1044, 2.3090], [3.3941, 1.6624, -0.1761], [1.7572, -1.6678, 3.0481]],
  "forces_ev_per_angstrom": [[0.36, -0.59, -0.07], [-0.54, 0.96, -0.78], [-0.32, -0.53, -0.24], [0.53, 0.10, 0.49], [-0.87, 0.63, -0.45], [-0.11, 0.20, -0.06], [1.21, -0.52, 1.67], [-0.13, -0.21, -0.19], [0.10, -0.18, 0.09], [-0.13, -0.06, -0.17], [-0.15, 0.27, 0.07], [-0.04, 0.04, -0.11], [-0.11, 0.28, -0.24], [0.00, -0.08, -0.04], [-0.03, 0.11, 0.00], [-0.01, 0.01, 0.06], [0.06, -0.08, 0.08], [0.06, -0.01, 0.08], [0.04, -0.11, 0.00], [-0.10, -0.16, -0.17], [-0.01, -0.07, 0.05], [0.04, 0.03, 0.02], [0.05, -0.02, -0.02], [0.06, 0.07, -0.08], [0.05, -0.10, 0.00]],
  "lowdin_charge": [0.024, -0.068, 0.130, -0.120, -0.035, -0.076, -0.325, -0.396, -0.103, -0.031, -0.242, 0.066, 0.061, 0.110, 0.075, 0.091, 0.113, 0.075, 0.089, 0.110, 0.080, 0.089, 0.136, 0.068, 0.079],
  "max_force_ev_per_a": 2.13,
  "e_lumo_ev": [0.06, 0.58],
  "charge": 0,
  "energy_ha": -542.869104,
  "orbital_gap_ev": [7.49, 9.65],
  "e_above_lowest_kcal_mol": 107.0
}

Record 4
{
  "formula": "C8H14N2",
  "method": "ωB97M-V with the def2-TZVPD basis set",
  "elements": ["N", "N", "C", "C", "C", "C", "C", "C", "C", "C", "H", "H", "H", "H", "H", "H", "H", "H", "H", "H", "H", "H", "H", "H"],
  "coordinates": [[-2.0091, -2.3093, 0.3068], [-1.6339, -1.0229, 0.5504], [1.3222, 0.2019, -0.1559], [-2.5606, -0.0413, 0.3050], [-2.1798, 1.2339, 0.1521], [-0.7989, 1.7225, -0.1065], [1.5078, -1.3287, 0.0384], [1.9818, 0.7180, -1.4196], [2.2893, -0.4059, 0.8360], [0.1382, 0.8350, 0.4126], [-2.8621, 2.0294, 0.0724], [1.5806, 0.2729, -2.3594], [-3.5792, -0.2842, 0.1099], [3.2917, -0.2134, 0.5573], [-0.0656, 0.3607, 1.3718], [-0.7720, 2.1405, -1.1139], [-0.6270, 2.5315, 0.6474], [2.0011, -1.9289, -0.8152], [2.1151, -0.2323, 1.9118], [0.5539, -1.6775, 0.4756], [-3.0017, -2.4995, 0.0085], [3.0727, 0.8551, -1.1600], [-1.3975, -2.8074, 0.9201], [1.6328, 1.8500, -1.5454]],
  "forces_ev_per_angstrom": [[-0.57, 1.56, -0.70], [-1.65, 0.58, -0.31], [0.56, -0.35, -0.80], [1.64, -1.29, -0.02], [0.52, 0.97, -0.64], [-1.77, 1.68, 0.92], [-1.18, -1.12, -1.37], [-0.90, 3.65, 0.29], [0.10, 1.12, 1.48], [3.16, -3.52, 0.70], [-1.39, 0.53, -0.03], [1.14, -0.16, 0.66], [-0.96, -0.43, 0.27], [1.00, -0.19, -0.08], [-0.27, 0.75, -0.06], [0.63, -0.13, 0.01], [-0.63, 0.59, -0.73], [-0.99, 1.02, 1.55], [-0.10, -0.33, -0.63], [1.08, -0.44, -0.31], [1.62, -0.23, 0.94], [-0.96, -0.73, -1.40], [-0.79, -1.54, 0.00], [0.71, -2.01, 0.25]],
  "lowdin_charge": [0.007, -0.083, -0.481, -0.173, -0.098, -0.235, -0.097, -0.050, -0.139, -0.091, 0.081, 0.087, 0.093, 0.082, 0.116, 0.129, 0.146, 0.137, 0.117, 0.070, 0.115, 0.090, 0.074, 0.102],
  "max_force_ev_per_a": 4.78,
  "e_lumo_ev": [0.34, 1.02],
  "charge": 0,
  "energy_ha": -422.503226,
  "orbital_gap_ev": [6.35, 8.03],
  "e_above_lowest_kcal_mol": 151.8
}

- Number 2 is which compound?
  C8H14FINOPPb

Please write out number 3 again, unchanged.
{
  "formula": "C8H14FNO",
  "method": "ωB97M-V with the def2-TZVPD basis set",
  "elements": ["F", "O", "N", "C", "C", "C", "C", "C", "C", "C", "C", "H", "H", "H", "H", "H", "H", "H", "H", "H", "H", "H", "H", "H", "H"],
  "coordinates": [[-1.3380, 1.1179, 0.6567], [-2.4155, 0.1567, -2.7470], [-2.4951, -2.2017, -2.2709], [0.3010, -0.5645, 1.0265], [-0.7662, -0.0775, 0.4612], [1.3193, -0.7015, 3.2941], [-2.2366, -1.0142, -2.2667], [1.1746, 0.1593, 2.0419], [2.4256, 1.4929, 0.2883], [-3.3624, 0.3339, -3.8362], [2.5349, 0.4601, 1.4023], [1.7316, 1.1470, -0.4748], [-3.1228, -2.7467, -2.8582], [3.2147, 0.8255, 2.1796], [2.0587, 2.4402, 0.6786], [-2.9134, -0.0078, -4.7694], [2.9551, -0.4656, 1.0018], [1.9617, -0.2058, 4.0203], [-3.5701, 1.4005, -3.8815], [0.6313, -1.5552, 0.7524], [0.3463, -0.8699, 3.7529], [-4.2776, -0.2227, -3.6328], [0.6915, 1.1044, 2.3090], [3.3941, 1.6624, -0.1761], [1.7572, -1.6678, 3.0481]],
  "forces_ev_per_angstrom": [[0.36, -0.59, -0.07], [-0.54, 0.96, -0.78], [-0.32, -0.53, -0.24], [0.53, 0.10, 0.49], [-0.87, 0.63, -0.45], [-0.11, 0.20, -0.06], [1.21, -0.52, 1.67], [-0.13, -0.21, -0.19], [0.10, -0.18, 0.09], [-0.13, -0.06, -0.17], [-0.15, 0.27, 0.07], [-0.04, 0.04, -0.11], [-0.11, 0.28, -0.24], [0.00, -0.08, -0.04], [-0.03, 0.11, 0.00], [-0.01, 0.01, 0.06], [0.06, -0.08, 0.08], [0.06, -0.01, 0.08], [0.04, -0.11, 0.00], [-0.10, -0.16, -0.17], [-0.01, -0.07, 0.05], [0.04, 0.03, 0.02], [0.05, -0.02, -0.02], [0.06, 0.07, -0.08], [0.05, -0.10, 0.00]],
  "lowdin_charge": [0.024, -0.068, 0.130, -0.120, -0.035, -0.076, -0.325, -0.396, -0.103, -0.031, -0.242, 0.066, 0.061, 0.110, 0.075, 0.091, 0.113, 0.075, 0.089, 0.110, 0.080, 0.089, 0.136, 0.068, 0.079],
  "max_force_ev_per_a": 2.13,
  "e_lumo_ev": [0.06, 0.58],
  "charge": 0,
  "energy_ha": -542.869104,
  "orbital_gap_ev": [7.49, 9.65],
  "e_above_lowest_kcal_mol": 107.0
}